# 1
6
Properties=species:S:1:pos:R:3:forces:R:3 method="wB97M-V/def2-TZVPD" gap_ev="7.4 / 7.4" lumo_energy_ev="-1.266 / -1.265" energy_ev=-23206.997 smiles="N=S.S" relative_energy_kj_mol=191.8 total_charge=0
N -1.884 0.697 -2.200 0.5 1.4 -0.3
S -0.548 0.291 -1.555 0.4 -0.2 0.2
H -2.545 -0.041 -2.206 -0.9 -1.2 0.0
S 1.589 -0.938 1.783 -0.3 1.8 0.3
H 2.551 -0.256 2.470 -0.4 -0.4 -0.3
H 0.838 0.248 1.708 0.7 -1.3 0.0

=====

# 2
8
Properties=species:S:1:pos:R:3:forces:R:3 method="wB97M-V/def2-TZVPD" gap_ev=8.9 lumo_energy_ev=-0.045 energy_ev=-44879.388 smiles=NSSSS relative_energy_kj_mol=0.0 total_charge=0
N -0.593 1.495 -0.425 -3.3 1.3 0.0
S 0.865 2.240 -0.607 1.7 0.7 0.3
S 2.065 1.347 0.776 0.3 -1.1 -0.5
S 2.961 -0.390 -0.219 -0.7 0.6 0.6
S 1.473 -1.804 -0.448 -0.2 -0.4 -0.1
H -1.430 2.202 -0.236 2.5 -2.0 -0.5
H -0.742 1.032 -1.311 -0.6 -0.3 0.2
H 1.726 -2.915 0.337 0.3 1.1 0.0

=====

# 3
7
Properties=species:S:1:pos:R:3:forces:R:3 method="wB97M-V/def2-TZVPD" gap_ev="7.7 / 7.6" lumo_energy_ev="-1.636 / -2.115" energy_ev=-24265.370 relative_energy_kj_mol=386.7 total_charge=0
O -1.395 -0.257 0.217 1.8 -3.4 -0.3
O 0.342 1.216 -0.524 2.5 1.3 -1.5
P -0.965 1.242 0.109 -1.3 0.5 2.5
S 2.285 -0.114 0.214 0.0 -1.0 -0.8
H -0.502 -0.833 0.026 -2.9 1.8 0.6
H -0.917 1.602 1.617 -0.1 -0.1 -1.5
H 2.118 0.824 1.095 0.0 0.8 0.9

=====

# 4
9
Properties=species:S:1:pos:R:3:forces:R:3 method="wB97M-V/def2-TZVPD" gap_ev=6.7 lumo_energy_ev=7.032 energy_ev=-25405.479 relative_energy_kj_mol=180.8 total_charge=-2
O 2.919 -0.232 1.352 0.1 0.6 1.0
O 3.289 -0.238 -1.166 -1.1 0.4 0.2
O 1.306 -1.485 -0.113 2.0 -0.4 -1.7
O 0.728 2.870 0.251 0.2 1.4 -0.5
Si 0.683 1.423 -0.223 -2.1 -2.5 1.0
P 2.312 -0.168 0.001 1.6 -1.0 -1.1
H 0.543 -1.181 0.306 -2.7 0.5 1.5
H -0.435 0.736 -1.149 1.1 1.0 0.2
H -0.899 0.450 1.467 0.8 0.1 -0.8

=====

# 5
10
Properties=species:S:1:pos:R:3:forces:R:3 method="wB97M-V/def2-TZVPD" gap_ev=9.3 lumo_energy_ev=3.892 energy_ev=-28869.366 smiles="O=[P@H]([O-])P(=O)(O)O" relative_energy_kj_mol=25.5 total_charge=-1
O 1.919 -1.624 -0.402 -0.2 -1.4 -0.3
P 1.222 -0.337 -0.338 0.8 0.5 -0.3
O 1.719 0.694 0.610 -0.5 0.8 0.9
P -0.967 -0.239 -0.065 -0.8 -2.1 0.9
O -2.050 -0.952 -0.744 -0.2 -1.0 -0.6
O -1.121 -0.495 1.517 -0.1 0.0 0.1
O -1.223 1.285 -0.285 1.3 2.5 -0.8
H 1.165 0.301 -1.577 0.1 0.1 -0.9
H -0.292 -0.261 1.939 0.4 0.2 0.4
H -0.372 1.628 -0.656 -0.9 0.3 0.6

=====

# 6
9
Properties=species:S:1:pos:R:3:forces:R:3 method="wB97M-V/def2-TZVPD" gap_ev="11.4 / 6.5" multiplicity=3 lumo_energy_ev="-4.886 / -9.422" energy_ev=-12310.653 s_squared=2.008 relative_energy_kj_mol=4.5 total_charge=+1
O -1.338 0.685 -0.504 0.3 0.2 0.4
O 1.820 -0.007 -0.353 2.0 2.5 4.1
O 0.159 -1.052 0.851 -3.5 3.4 -1.3
O -1.646 -0.665 -0.543 0.2 -0.5 0.7
O 1.183 -0.205 -1.352 -1.2 0.6 -2.9
O -0.471 -1.425 -0.368 0.7 -0.1 0.6
H -1.403 0.952 -1.429 -0.1 0.0 -0.5
H 1.877 1.002 0.110 -0.2 -2.5 -1.9
H 0.651 -1.780 1.081 1.9 -3.7 0.8

=====

# 7
6
Properties=species:S:1:pos:R:3:forces:R:3 method="wB97M-V/def2-TZVPD" gap_ev=7.5 lumo_energy_ev=-1.517 energy_ev=-31006.792 smiles="P=S.S" relative_energy_kj_mol=123.9 total_charge=0
P -2.744 -0.836 -0.133 -0.3 -0.2 0.3
S -1.970 0.832 0.380 0.1 0.1 0.0
H -3.570 -1.156 1.030 0.3 0.1 -0.4
S 2.585 0.556 0.094 -2.6 0.4 1.0
H 3.760 0.355 -0.324 2.1 -0.5 -1.1
H 1.938 0.248 -1.048 0.4 0.0 0.1

=====

# 8
6
Properties=species:S:1:pos:R:3:forces:R:3 method="wB97M-V/def2-TZVPD" gap_ev=6.3 lumo_energy_ev=3.642 energy_ev=-32555.441 relative_energy_kj_mol=38.3 total_charge=-1
S -1.662 -0.363 0.537 -1.3 1.2 -0.1
H -2.548 0.737 0.593 0.9 -1.2 0.2
S 1.949 0.294 0.303 2.0 0.2 1.1
S -0.831 0.052 -1.325 -0.7 -0.2 -0.3
H 2.412 -0.967 0.093 -0.6 0.4 -0.1
H 0.681 0.245 -0.202 -0.3 -0.5 -0.8